Record 1
{"formula": "C18H12Cl2NO4V", "method": "ωB97M-V/def2-TZVPD", "symbols": ["V", "C", "C", "C", "C", "C", "C", "C", "C", "C", "C", "C", "C", "C", "C", "C", "N", "H", "H", "H", "H", "H", "H", "H", "H", "H", "H", "O", "C", "O", "H", "Cl", "C", "Cl", "C", "O", "O", "H"], "positions_angstrom": [[-0.559068, -0.096360, -1.373436], [-3.349616, 2.944592, 0.148692], [-2.802167, 3.168616, 1.406476], [-1.702445, 2.431353, 1.812835], [-1.160814, 1.476934, 0.955584], [-1.679754, 1.245137, -0.324530], [-2.790831, 1.999632, -0.701458], [-0.001446, 0.634940, 1.338210], [0.633214, 0.717041, 2.605763], [1.685400, -0.087954, 2.883863], [2.135994, -1.030208, 1.926447], [3.215181, -1.914759, 2.161263], [3.587464, -2.819959, 1.211755], [2.880410, -2.884007, -0.011205], [1.839538, -2.038824, -0.259504], [1.456800, -1.081070, 0.704030], [0.414011, -0.226380, 0.425541], [-4.212192, 3.517297, -0.169898], [-3.230002, 3.912639, 2.065721], [-1.285636, 2.608573, 2.795877], [-3.240541, 1.862885, -1.679207], [0.270983, 1.426762, 3.332934], [2.185841, -0.028187, 3.843423], [3.733900, -1.861559, 3.111114], [4.412395, -3.495852, 1.392656], [3.160391, -3.617984, -0.755717], [1.285417, -2.122410, -1.184946], [-1.840164, -2.799145, 0.725322], [-2.302912, -2.317113, -0.270724], [-1.635420, -1.553902, -1.144432], [-3.345908, -2.477406, -0.579992], [0.619920, -1.332597, -3.836707], [0.029170, 0.332555, -4.201555], [-1.705525, 0.410686, -3.713604], [0.875007, 1.324992, -3.361402], [1.667565, 2.017942, -3.937258], [0.641793, 1.243361, -2.077113], [0.114046, 0.509736, -5.264819]], "forces_ev_per_angstrom": [[-0.6, 0.5, 0.1], [0.0, 0.0, 0.1], [0.1, -0.1, 0.0], [-0.1, 0.1, 0.0], [0.4, -0.3, 0.1], [-0.1, 0.3, 0.1], [0.0, -0.1, -0.1], [-0.2, 0.2, 0.1], [-0.2, 0.1, -0.1], [0.1, -0.1, 0.1], [0.1, 0.0, 0.2], [-0.1, 0.1, 0.1], [-0.1, 0.0, -0.2], [0.1, -0.1, 0.1], [0.0, 0.1, 0.0], [-0.3, 0.0, -0.3], [0.4, -0.1, 0.4], [0.0, 0.0, 0.0], [0.0, 0.0, 0.0], [0.0, 0.0, 0.0], [0.0, 0.0, 0.0], [0.0, 0.0, 0.0], [0.0, 0.0, 0.0], [0.0, 0.0, 0.0], [0.0, 0.0, 0.0], [0.0, 0.0, 0.0], [0.0, 0.0, 0.0], [0.1, 0.0, 0.0], [0.5, 0.5, -0.4], [-0.9, -1.3, 0.3], [0.0, 0.0, 0.0], [-0.1, 0.3, -0.1], [0.0, -0.3, 0.1], [0.4, 0.0, -0.2], [-0.2, -0.2, 0.7], [0.0, 0.1, -0.1], [0.6, 0.2, -0.9], [0.0, 0.0, 0.0]], "nbo_charge": [1.300, -0.176, -0.222, -0.188, -0.059, -0.302, -0.228, 0.262, -0.241, -0.100, -0.115, -0.161, -0.212, -0.178, -0.213, 0.256, -0.498, 0.211, 0.215, 0.204, 0.200, 0.225, 0.220, 0.215, 0.221, 0.221, 0.209, -0.581, 0.674, -0.805, 0.102, 0.039, -0.287, 0.085, 0.752, -0.556, -0.750, 0.258], "orbital_gap_ev": [8.1, 8.2], "homo_energy_ev": [-8.55, -8.82], "charge": 0, "molar_mass_g_mol": 428.15, "spin_multiplicity": 3, "total_energy_ev": -79275.580, "lumo_ev": [-0.45, -0.60]}



Record 2
{"formula": "H10NO3", "method": "ωB97M-V/def2-TZVPD", "symbols": ["N", "H", "H", "H", "H", "H", "H", "O", "H", "H", "O", "H", "H", "O"], "positions_angstrom": [[0.811885, -0.321050, -0.850942], [1.413936, -0.612595, -0.083167], [0.846800, 0.727867, -0.850501], [-0.127512, -0.656421, -0.572144], [0.951585, -0.878099, -1.683345], [-0.244216, 0.496537, 2.710398], [-1.067598, -0.711818, 2.951072], [-0.838016, -0.102643, 2.250256], [1.104322, 2.835495, -0.715406], [2.373743, 2.734042, -0.087237], [1.739472, 2.131699, -0.498270], [-2.326646, -1.045352, -0.936759], [-1.994861, -2.452200, -0.417340], [-1.713861, -1.779967, -1.026332]], "forces_ev_per_angstrom": [[-1.4, -0.3, 1.3], [0.3, -0.1, -0.2], [0.5, -0.9, -0.6], [-0.2, 0.1, 0.1], [0.7, 0.5, -0.6], [0.1, 0.3, -0.1], [-0.3, -0.4, 0.1], [0.4, 0.1, -0.2], [-0.4, -0.4, -0.3], [0.7, -0.7, 0.3], [-0.4, 1.7, 0.1], [-0.4, -0.1, 0.0], [-0.3, -0.5, 0.5], [0.8, 0.8, -0.4]], "nbo_charge": [-0.894, 0.441, 0.476, 0.468, 0.450, 0.476, 0.483, -0.958, 0.491, 0.513, -0.969, 0.489, 0.497, -0.963], "orbital_gap_ev": 12.0, "homo_energy_ev": -15.37, "charge": 1, "molar_mass_g_mol": 72.08, "spin_multiplicity": 1, "total_energy_ev": -7788.832, "lumo_ev": -3.33}



Record 3
{"formula": "C4H12N2O", "method": "ωB97M-V/def2-TZVPD", "symbols": ["H", "N", "C", "N", "H", "H", "H", "C", "C", "C", "O", "H", "H", "H", "H", "H", "H", "H", "H"], "positions_angstrom": [[-0.452990, -0.203465, 1.278140], [0.276594, -0.252375, 1.989095], [0.589047, 0.916760, 2.317864], [1.596829, 1.140181, 3.320138], [0.152836, 1.828641, 1.893804], [1.324192, 1.959782, 3.860682], [2.448453, 1.467507, 2.864995], [-0.346712, 0.982975, -1.555786], [-1.084874, -0.335516, -1.397493], [-0.157661, -1.525367, -1.394947], [-0.951054, -2.698230, -1.256263], [0.290508, 0.978912, -2.444823], [-1.047224, 1.800126, -1.736734], [0.276383, 1.222221, -0.697566], [-1.809551, -0.464084, -2.204279], [-1.672548, -0.349271, -0.477285], [0.544231, -1.451859, -0.556210], [0.445539, -1.554283, -2.310798], [-0.421999, -3.462654, -1.492535]], "forces_ev_per_angstrom": [[0.0, -0.2, 0.0], [-0.2, 0.0, -0.2], [0.6, 0.3, 0.6], [-0.1, 0.5, -0.2], [-0.3, -0.1, -0.1], [-0.1, -0.1, 0.1], [0.1, -0.4, -0.1], [-0.1, 0.2, -0.5], [-0.1, 0.0, -0.2], [0.2, -0.1, 0.2], [-0.1, 0.0, -0.1], [0.1, -0.2, 0.1], [0.0, 0.0, 0.3], [0.0, 0.0, 0.1], [0.0, 0.0, 0.0], [0.0, 0.0, 0.1], [0.0, 0.0, 0.0], [-0.2, 0.0, -0.1], [0.1, -0.1, 0.1]], "nbo_charge": [0.336, -0.599, 0.260, -0.849, 0.126, 0.357, 0.368, -0.611, -0.417, -0.060, -0.724, 0.205, 0.214, 0.199, 0.210, 0.195, 0.165, 0.155, 0.470], "orbital_gap_ev": 10.9, "homo_energy_ev": -10.00, "smiles": "[H]/N=C/N.CCCO", "charge": 0, "molar_mass_g_mol": 104.15, "spin_multiplicity": 1, "total_energy_ev": -9369.382, "lumo_ev": 0.89}



Record 4
{"formula": "C4H9F2NO", "method": "ωB97M-V/def2-TZVPD", "symbols": ["C", "C", "C", "C", "N", "O", "F", "F", "H", "H", "H", "H", "H", "H", "H", "H", "H"], "positions_angstrom": [[-1.391344, -1.069620, 0.539632], [-1.208666, 1.362843, 0.390911], [-0.255429, -0.039127, -1.283685], [1.885911, -0.047240, -0.102900], [-1.136910, 0.088872, -0.284750], [2.594487, -1.123711, -0.447702], [1.678361, 0.025619, 1.271089], [2.529193, 1.137851, -0.405938], [-0.503229, -1.332034, 1.123383], [-2.215648, -0.862419, 1.219317], [-1.654713, -1.919018, -0.090734], [-0.305208, 1.541112, 0.982327], [-1.304724, 2.165082, -0.338942], [-2.071980, 1.379215, 1.054166], [-0.107016, -1.005414, -1.728328], [-0.010475, 0.836608, -1.855271], [3.477393, -1.138622, -0.042569]], "forces_ev_per_angstrom": [[0.0, -0.3, 0.0], [0.1, 0.3, 0.1], [2.2, 0.1, 1.8], [-2.9, 0.7, -1.4], [-0.4, -0.1, -0.3], [0.4, -0.4, 0.0], [0.3, -0.2, -0.2], [0.3, -0.4, 0.2], [0.0, 0.0, 0.0], [0.0, 0.0, -0.1], [0.0, 0.0, 0.0], [0.0, 0.0, 0.0], [0.0, 0.0, 0.0], [0.0, 0.0, -0.1], [-0.1, -0.2, -0.1], [0.0, 0.2, -0.2], [0.1, 0.2, 0.1]], "nbo_charge": [-0.413, -0.412, -0.091, 0.710, -0.389, -0.733, -0.405, -0.394, 0.209, 0.205, 0.206, 0.212, 0.207, 0.204, 0.210, 0.209, 0.465], "orbital_gap_ev": [8.2, 8.2], "homo_energy_ev": [-7.46, -7.46], "charge": 0, "molar_mass_g_mol": 125.12, "spin_multiplicity": 1, "total_energy_ev": -13264.098, "lumo_ev": [0.76, 0.76]}